Computed, not measured: a 2-piece molecular cluster, C5H8N2 overall, with ωB97M-V/def2-TZVPD.

Computed properties:
Relative energy (zero: lowest compared OMol25 entry of this formula, charge and spin) = 4.808 eV
Total charge = 0
Kohn-Sham gap = 7.77 eV
M = 96.1 g mol⁻¹
Calculated total energy = -8290.1880 eV

Each line ends with the Löwdin charge.
Atoms and positions in Å:
N1 1.836 1.900 -0.013  0.079
H1 0.367 -0.786 -1.716  0.094
C1 0.843 0.950 0.185  -0.333
H2 -1.920 -2.251 -0.053  0.087
C2 -0.932 -1.963 -0.444  -0.030
H3 2.288 1.813 -0.912  0.086
H4 -0.216 -2.758 -0.578  0.054
C3 -1.019 0.026 1.072  -0.083
N2 -0.473 -0.792 0.103  -0.283
H5 -0.526 -1.530 -2.020  0.134
H6 -1.895 -0.266 1.643  0.117
H7 1.547 2.851 0.179  0.086
C4 0.608 -0.220 -0.540  -0.064
C5 -0.182 1.092 1.210  -0.042
H8 -0.328 1.933 1.886  0.099

---

Computed, not measured: C28H34CuGeN2O4SeSi as an isolated structure, with ωB97M-V/def2-TZVPD.

Computed properties:
Expectation value of S² = 0.756
Total charge = 0
Kohn-Sham gap (spin up / spin down) = 8.74 / 7.68 eV
Spin multiplicity = 2
M = 705.8 g mol⁻¹
Calculated total energy = -215137.6494 eV

Each line ends with the Löwdin charge.
Atoms and positions in Å:
H1 1.393 -5.065 3.846  0.101
C1 3.243 2.293 4.181  -0.082
O1 2.844 2.905 -0.759  -0.014
C2 -1.880 1.831 3.409  -0.104
H2 -2.448 3.497 0.444  0.026
H3 -2.068 6.258 0.694  0.020
C3 0.073 -4.396 5.396  -0.091
H4 1.154 -3.017 2.509  0.106
C4 -0.195 -2.065 3.884  -0.218
H5 0.587 0.631 5.435  0.105
H6 -0.830 4.197 -1.705  0.027
C5 3.129 1.927 2.851  -0.069
Se1 -0.111 2.672 0.150  1.027
C6 0.061 4.169 -1.077  -0.538
C7 2.324 1.820 5.107  -0.081
C8 2.019 5.598 0.953  -0.211
O2 2.344 -1.532 -0.687  0.037
C9 -3.067 2.550 3.453  -0.094
Si1 -0.288 -0.491 2.900  0.626
H7 2.031 0.820 1.405  0.051
H8 2.412 2.098 6.148  0.102
H9 -3.127 -1.219 2.664  0.114
N1 4.485 -0.754 -0.718  -0.052
H10 0.177 -5.300 5.980  0.100
Cu1 0.773 0.357 -0.433  0.550
C10 -4.271 1.909 3.217  -0.087
H11 2.812 5.262 0.291  0.011
H12 -5.229 0.049 2.753  0.102
C11 1.151 0.618 3.358  -0.214
C12 2.094 1.094 2.454  -0.096
H13 -1.537 -1.430 5.434  0.101
H14 -3.050 3.610 3.667  0.103
H15 -2.325 1.751 0.812  0.001
H16 -0.925 6.906 1.870  0.020
C13 -3.103 -0.163 2.898  -0.083
C14 3.371 1.799 -0.813  -0.511
O3 -0.788 -0.108 0.395  -0.371
C15 -2.045 2.540 0.120  -0.329
C16 3.122 -0.582 -0.773  -0.542
H17 6.361 0.132 -0.668  0.128
N2 2.613 0.663 -0.891  0.058
H18 -1.255 5.177 1.837  -0.002
C17 5.008 -2.088 -0.504  -0.013
H19 -2.383 2.302 -0.886  0.042
C18 0.626 -3.107 3.449  -0.077
H20 4.046 2.944 4.499  0.102
H21 6.038 -2.118 -0.856  0.089
C19 -0.881 -2.217 5.085  -0.096
O4 -0.237 -1.043 1.320  -0.273
C20 1.293 0.991 4.698  -0.094
H22 2.312 6.534 1.426  0.019
H23 1.231 7.182 -2.010  0.018
C21 0.436 7.325 -1.282  -0.219
H24 0.626 8.251 -0.746  0.016
C22 -1.878 0.463 3.132  -0.227
H25 -0.943 2.345 3.582  0.099
H26 1.890 4.843 1.727  0.011
H27 4.973 -2.354 0.553  0.100
H28 5.462 2.454 -0.781  0.111
H29 0.934 3.965 -1.687  0.005
C23 -0.749 -3.373 5.840  -0.088
C24 4.815 1.593 -0.780  0.014
H30 3.836 2.291 2.118  0.101
H31 -1.291 -3.476 6.769  0.100
H32 -0.506 7.429 -1.818  0.016
C25 -1.132 6.062 1.214  -0.219
C26 0.758 -4.263 4.198  -0.084
H33 4.406 -2.800 -1.065  0.094
Ge1 0.354 5.818 -0.037  0.746
H34 -5.197 2.468 3.248  0.102
C27 -4.289 0.549 2.940  -0.079
C28 5.302 0.345 -0.720  -0.048

---

Computed, not measured: an isolated ion of composition C4H11INO and charge +1, with ωB97M-V/def2-TZVPD.

Computed properties:
Relative energy (zero: lowest compared OMol25 entry of this formula, charge and spin) = 1.402 eV
Total charge = +1
Kohn-Sham gap = 10.05 eV
M = 216.0 g mol⁻¹
Calculated total energy = -15956.6024 eV

Each line ends with the Löwdin charge.
Atoms and positions in Å:
H1 -1.002 -1.552 -2.073  0.126
I1 0.157 3.581 0.949  0.902
H2 0.069 -1.977 1.811  0.116
C1 -0.945 -0.680 -1.324  -0.081
H3 2.717 2.007 0.102  0.156
H4 -0.534 -2.865 0.511  0.117
C2 0.075 -0.749 -0.223  -0.336
H5 -1.490 -1.608 1.191  0.103
H6 0.799 1.844 -1.127  0.100
O1 1.996 1.392 0.416  -0.101
H7 -0.987 0.769 0.752  0.125
H8 -2.067 -0.634 -0.957  0.138
C3 -0.443 -1.761 0.789  -0.086
C4 0.759 1.728 -0.071  -0.730
H9 1.124 -0.757 -0.625  0.171
H10 0.463 0.559 1.403  0.139
H11 -0.649 0.099 -2.071  0.088
N1 -0.042 0.603 0.546  0.055

---

Computed, not measured: F4Zn2 as an isolated structure, with ωB97M-V/def2-TZVPD.

Computed properties:
Relative energy (zero: lowest compared OMol25 entry of this formula, charge and spin) = 0.000 eV
Total charge = 0
Kohn-Sham gap = 6.94 eV
M = 206.8 g mol⁻¹
Calculated total energy = -107705.8044 eV

Each line ends with the Löwdin charge.
Atoms and positions in Å:
F1 -1.179 1.569 -1.294  -0.541
Zn1 -0.239 -0.047 -1.494  0.900
F2 1.236 -0.847 -2.479  -0.564
F3 -0.884 0.193 2.838  -0.505
F4 0.239 -0.508 0.286  -0.475
Zn2 0.827 -0.360 2.143  1.186

---

Computed, not measured: C15H25FeN2OS as an isolated structure, with ωB97M-V/def2-TZVPD.

Computed properties:
Expectation value of S² = 8.770
Total charge = +2
Kohn-Sham gap (spin up / spin down) = 9.72 / 6.70 eV
Spin multiplicity = 6
M = 337.3 g mol⁻¹
Calculated total energy = -66194.5675 eV

Each line ends with the Löwdin charge.
Atoms and positions in Å:
C1 -1.394 1.103 3.326  -0.096
C2 -2.010 1.877 -4.239  0.006
H1 -3.108 1.720 2.060  0.125
C3 2.056 0.061 -1.105  -0.422
C4 -0.035 1.496 3.304  -0.094
H2 -2.198 -2.712 -1.420  0.106
H3 2.189 -2.066 -1.214  0.088
H4 -1.951 1.313 -5.166  0.098
H5 3.399 1.634 -1.365  0.119
C5 0.159 2.358 2.206  -0.095
C6 2.036 -1.467 3.428  -0.341
H6 -0.561 -2.380 -0.884  0.078
C7 -1.093 2.528 1.566  -0.093
H7 -0.521 -3.805 2.011  0.044
H8 2.074 -0.590 4.064  0.032
H9 -1.950 -1.851 0.119  0.076
C8 2.585 -1.186 -1.718  0.021
H10 -3.002 2.332 -4.193  0.104
H11 0.686 1.295 4.073  0.119
H12 -1.272 2.676 -4.263  0.093
C9 -1.858 -0.389 -2.965  0.054
H13 2.497 1.280 -2.822  0.105
C10 0.471 -3.471 2.301  -0.351
S1 0.300 -1.838 3.064  0.805
H14 1.716 2.144 -1.459  0.089
H15 -2.064 -1.076 -3.760  0.128
Fe1 -0.433 0.126 1.071  0.925
H16 0.878 -4.165 3.035  0.059
H17 3.670 -1.181 -1.624  0.117
O1 1.389 0.017 -0.066  -0.053
H18 -1.311 3.271 0.821  0.120
C11 -2.049 1.740 2.250  -0.094
C12 -1.621 -0.678 -1.622  -0.334
H19 1.060 2.906 1.992  0.124
H20 -1.501 2.418 -1.534  0.164
C13 -1.805 0.996 -3.074  -0.262
N1 -1.531 1.457 -1.836  0.062
H21 2.584 -1.279 2.509  0.042
H22 2.369 -1.245 -2.783  0.109
C14 2.412 1.356 -1.740  0.020
H23 -1.862 0.524 4.100  0.126
H24 1.126 -3.422 1.437  0.041
N2 -1.430 0.458 -0.939  -0.011
H25 2.478 -2.306 3.961  0.061
C15 -1.577 -1.982 -0.907  -0.011

---

Computed, not measured: an isolated ion of composition C5H13N2O and charge +1, with ωB97M-V/def2-TZVPD.

Computed properties:
Relative energy (zero: lowest compared OMol25 entry of this formula, charge and spin) = 2.573 eV
Expectation value of S² = 2.009
Total charge = +1
Kohn-Sham gap (spin up / spin down) = 5.30 / 8.12 eV
Spin multiplicity = 3
M = 117.2 g mol⁻¹
Calculated total energy = -10410.5333 eV

Each line ends with the Löwdin charge.
Atoms and positions in Å:
H1 -2.634 0.757 -1.448  0.100
H2 -0.329 -2.465 0.731  0.101
H3 0.548 -0.875 -1.508  0.119
N1 -1.754 1.401 0.841  0.223
H4 1.630 1.374 -0.120  0.118
N2 1.839 0.972 -1.035  0.199
H5 1.218 1.502 -1.668  0.169
H6 -0.687 -1.181 2.000  0.100
H7 0.365 0.889 2.080  0.087
C1 -1.939 -0.049 -1.054  -0.079
H8 -1.194 -0.426 -1.883  0.104
H9 2.840 0.914 -1.469  0.223
H10 -1.267 1.795 1.640  0.097
C2 1.246 -0.445 -0.761  -0.021
C3 -0.007 -1.531 1.203  -0.008
O1 0.865 0.697 1.329  0.000
H11 -2.755 -0.687 -0.717  0.078
H12 0.973 -1.824 1.778  0.134
H13 2.006 -1.131 -0.526  0.117
C4 -1.255 0.530 0.105  -0.405
C5 0.289 -0.219 0.482  -0.455